Entry 1:
Density functional theory data (the ωB97M-V functional and the def2-TZVPD basis) for 4 unconnected molecules or ions with the total composition C3H14NO4.

Largest force on an atom: 4.0 eV/Å
E: -478.43253 hartree
Net charge: -1
Relative energy (zero: lowest compared OMol25 entry of this formula, charge and spin): 25.5 kcal per mole

XYZ file:
```
22
Properties=species:S:1:pos:R:3:forces:R:3
C 0.747 -0.060 1.130 2.373 0.981 3.086
O -0.570 -0.355 1.428 -0.995 -0.091 -0.858
C 1.193 -0.035 -0.305 -2.099 0.133 -1.006
C 2.687 -0.307 -0.451 -0.113 -1.632 2.066
N 0.829 1.260 -0.939 -1.439 -0.855 -1.497
H 1.055 0.902 1.673 -0.355 -0.549 -0.910
H 1.443 -0.784 1.681 -1.062 0.275 -0.631
H 0.408 -0.823 -0.652 1.978 0.437 -0.435
H 3.322 0.453 0.062 -0.700 -0.215 -0.386
H 3.111 -0.500 -1.431 -0.363 0.070 -0.261
H 2.773 -1.246 0.190 0.595 0.827 -1.019
H 0.887 1.064 -1.978 0.194 0.444 1.300
H -0.232 1.271 -0.857 1.141 0.320 0.260
H -2.767 1.254 -0.380 0.357 -0.397 0.036
H -1.231 0.042 0.712 0.242 -0.032 0.184
O -2.141 0.518 -0.471 0.451 0.151 -0.112
H -2.149 -2.628 3.382 0.431 -0.010 -0.290
H -2.079 -1.227 2.654 0.208 -0.557 0.168
O -2.599 -1.796 3.255 -0.478 0.624 0.058
H -1.408 1.731 -3.218 -0.257 -0.964 0.161
H -1.636 0.489 -2.241 -0.638 0.853 -1.349
O -1.642 0.779 -3.242 0.529 0.188 1.437
```
Forces are in eV/Å.

***

Entry 2:
Density functional theory data (the ωB97M-V functional and the def2-TZVPD basis) for 3 unconnected molecules or ions with the total composition C3H14NO4.

Largest force on an atom: 2.9 eV/Å
E: -478.14629 hartree
Net charge: +1
Relative energy (zero: lowest compared OMol25 entry of this formula, charge and spin): 37.0 kcal per mole

XYZ file:
```
22
Properties=species:S:1:pos:R:3:forces:R:3
C 1.324 0.232 -0.439 0.617 0.980 -0.200
O 1.676 0.431 0.899 -0.504 0.017 1.524
C -0.085 -0.370 -0.653 0.416 -1.822 2.259
C 0.073 -1.652 -1.498 -1.069 0.005 -1.119
O -0.981 -2.581 -1.187 -1.574 0.195 -1.582
N -0.525 -0.897 0.794 -2.051 -0.333 -1.434
H 2.103 -0.524 -0.660 -0.648 0.548 -1.281
H 1.364 1.204 -0.963 0.521 -0.753 -0.273
H 1.764 1.345 1.179 -0.089 0.316 -0.378
H -0.918 0.251 -1.062 0.827 -0.250 0.641
H 0.102 -1.271 -2.573 0.000 -0.978 1.191
H 0.914 -2.300 -1.264 0.775 0.913 -0.018
H -1.628 -2.739 -1.935 1.209 0.425 1.217
H 0.191 -1.030 1.495 0.970 -0.010 -0.370
H -1.214 -0.281 1.307 0.470 -0.659 -0.778
H -1.021 -1.826 0.584 0.640 1.432 0.475
H -3.428 -0.274 2.786 0.662 -0.120 -0.034
H -3.383 -0.283 1.300 -0.047 -0.068 -0.299
O -2.805 -0.441 2.053 -1.047 0.305 0.421
H 1.426 4.462 -0.254 0.251 -0.558 -0.006
H 2.834 4.622 0.164 0.417 -0.239 0.087
O 2.218 3.921 -0.074 -0.748 0.652 -0.042
```
Forces are in eV/Å.

***

Entry 3:
Density functional theory data (the ωB97M-V functional and the def2-TZVPD basis) for a molecular structure, C3H14NOPbS.

Largest force on an atom: 2.3 eV/Å
E: -843.22410 hartree
Net charge: +1
Relative energy (zero: lowest compared OMol25 entry of this formula, charge and spin): 107.1 kcal per mole

XYZ file:
```
21
Properties=species:S:1:pos:R:3:forces:R:3
C 1.564 0.058 -3.946 -0.115 0.644 -1.589
Pb 0.957 0.298 -1.797 0.489 -2.080 -0.846
N 1.501 -2.009 -0.922 -0.023 0.021 -0.241
H -0.002 1.707 -1.005 0.461 1.142 0.321
H 1.259 1.859 -0.927 -0.876 1.280 0.754
H 1.583 1.103 -4.382 0.170 -1.248 0.509
H 0.764 -0.522 -4.471 0.703 0.377 0.563
H 2.559 -0.450 -4.011 -0.915 0.532 0.205
H 0.646 -2.527 -0.722 0.448 -0.065 0.053
H 2.026 -1.798 -0.072 -0.075 -0.526 -0.342
H 2.057 -2.449 -1.668 -0.239 0.013 0.833
C -1.246 -0.057 3.653 -0.359 -0.298 0.073
S -0.585 0.191 1.960 0.281 0.410 1.018
C -2.085 0.806 1.221 -0.799 -0.214 -0.487
O 0.346 1.371 1.999 -0.133 -0.627 -0.218
H -2.103 -0.764 3.641 0.548 0.342 -0.279
H -1.611 0.905 4.049 0.386 -0.273 -0.188
H -0.467 -0.502 4.291 -0.157 0.400 -0.314
H -1.976 1.867 1.018 0.128 0.136 0.282
H -2.212 0.302 0.264 -0.089 -0.051 -0.074
H -2.974 0.611 1.826 0.166 0.084 -0.034
```
Forces are in eV/Å.

***

Entry 4:
Density functional theory data (the ωB97M-V functional and the def2-TZVPD basis) for 4 unconnected molecules or ions with the total composition C3H14O3S.

Largest force on an atom: 1.0 eV/Å
E: -746.58348 hartree
Relative energy (zero: lowest compared OMol25 entry of this formula, charge and spin): 15.3 kcal per mole

XYZ file:
```
21
Properties=species:S:1:pos:R:3:forces:R:3
C -0.661 -1.434 -1.982 0.206 -0.087 0.903
C 0.263 -0.527 -1.160 -0.089 0.005 -1.025
S -0.474 1.062 -0.744 -0.308 -0.191 0.300
C -1.444 0.586 0.740 0.246 0.588 -0.671
H -0.298 -2.454 -1.902 0.115 -0.266 -0.176
H -0.612 -1.128 -3.012 -0.440 0.075 -0.419
H -1.677 -1.443 -1.577 0.053 0.171 -0.276
H 1.107 -0.260 -1.806 0.098 -0.125 0.311
H 0.640 -1.061 -0.301 0.156 0.142 0.464
H -0.877 0.913 1.615 -0.197 -0.533 0.054
H -2.369 1.155 0.699 -0.076 -0.048 0.084
H -1.683 -0.478 0.666 0.138 0.155 0.364
O -2.712 -3.040 0.952 0.118 -0.195 -0.082
H -2.264 -3.427 1.716 -0.112 0.025 -0.202
H -2.736 -3.740 0.284 0.028 0.209 0.270
O 2.817 0.024 2.126 -0.158 0.085 0.096
H 3.222 0.631 2.754 0.104 0.004 -0.098
H 1.884 0.050 2.365 0.023 -0.040 -0.103
O 2.374 2.722 -0.015 -0.272 -0.633 -0.631
H 2.533 1.772 0.093 0.259 0.208 0.441
H 1.692 2.665 -0.708 0.110 0.450 0.398
```
Forces are in eV/Å.

***

Entry 5:
Density functional theory data (the ωB97M-V functional and the def2-TZVPD basis) for 4 unconnected molecules or ions with the total composition C3H14O3S.

Largest force on an atom: 4.4 eV/Å
E: -746.53589 hartree
Relative energy (zero: lowest compared OMol25 entry of this formula, charge and spin): 45.2 kcal per mole

XYZ file:
```
21
Properties=species:S:1:pos:R:3:forces:R:3
C -0.639 0.083 -0.148 -0.769 1.369 1.594
C -0.985 1.581 0.263 -1.839 -2.296 -2.908
S 0.245 2.750 -0.009 0.957 1.808 -0.368
C 0.495 2.507 -1.781 -1.568 -0.652 -0.795
H 0.036 0.273 -0.932 1.014 -0.695 -0.994
H -0.175 -0.501 0.675 -0.396 0.278 -0.710
H -1.547 -0.356 -0.583 0.389 -0.280 0.472
H -1.848 1.802 -0.441 0.699 0.199 1.021
H -1.296 1.750 1.236 -0.818 -0.113 1.994
H 0.909 3.375 -2.242 0.687 0.729 0.066
H -0.487 2.356 -2.456 2.033 -0.283 1.897
H 1.236 1.706 -1.737 -0.393 -0.075 -1.270
O 4.741 -2.504 1.585 -2.998 1.015 -0.630
H 5.529 -2.876 1.896 1.297 -1.066 1.152
H 3.941 -2.736 2.122 1.702 0.051 -0.526
O -0.801 -2.793 -3.569 0.416 0.166 -0.629
H -0.608 -1.906 -3.881 -0.332 0.616 0.475
H -0.310 -3.248 -4.261 -0.084 -0.777 0.160
O -3.381 -2.611 3.559 4.058 1.095 -1.437
H -2.784 -2.559 4.315 -0.433 -0.089 -0.088
H -4.207 -2.831 3.833 -3.624 -1.002 1.527
```
Forces are in eV/Å.

***

Entry 6:
Density functional theory data (the ωB97M-V functional and the def2-TZVPD basis) for 4 unconnected molecules or ions with the total composition C3H14O3S2.

Largest force on an atom: 0.8 eV/Å
E: -1144.79169 hartree
Relative energy (zero: lowest compared OMol25 entry of this formula, charge and spin): 2.3 kcal per mole

XYZ file:
```
22
Properties=species:S:1:pos:R:3:forces:R:3
C 0.968 1.225 1.261 -0.226 -0.012 -0.607
C -0.040 1.890 0.319 -0.203 -0.530 0.254
S -1.625 0.963 0.241 0.008 -0.285 -0.611
S -1.644 0.008 -1.609 0.329 0.390 0.605
C -0.455 -1.360 -1.433 -0.364 0.370 -0.379
H 1.115 0.199 0.922 -0.050 -0.069 0.214
H 1.941 1.704 1.152 -0.014 0.222 0.288
H 0.629 1.214 2.296 0.133 0.023 -0.026
H 0.368 1.978 -0.674 -0.010 -0.069 -0.445
H -0.363 2.882 0.601 0.185 0.341 0.363
H -0.285 -1.667 -2.466 -0.043 -0.290 0.057
H -0.911 -2.145 -0.843 0.166 -0.206 0.061
H 0.500 -1.036 -1.037 0.012 0.123 0.188
O -1.000 -1.751 2.173 -0.227 -0.201 0.392
H -1.712 -1.289 1.719 0.098 0.265 -0.125
H -1.394 -2.046 3.007 0.229 0.003 -0.245
O 1.616 -2.913 1.470 0.327 -0.001 -0.065
H 1.414 -3.203 0.575 -0.098 0.096 0.151
H 0.958 -2.244 1.695 -0.268 -0.148 -0.080
O 0.335 2.427 -3.041 0.084 0.035 -0.017
H -0.455 1.874 -2.976 -0.005 0.035 0.027
H 0.041 3.290 -3.350 -0.062 -0.094 -0.001
```
Forces are in eV/Å.